Here is C19H36BClI2NO4Pt as an isolated structure from OMol25. Energies are from wB97M-V/def2-TZVPD.

XYZ file:
```
65
Properties=species:S:1:pos:R:3:forces:R:3:mulliken_charge:R:1
C -1.482 -2.023 5.981 0.218 -0.115 0.146 -1.313
C -1.094 -2.210 4.518 0.237 -0.265 0.383 0.005
C -2.250 -2.189 3.574 -1.183 -0.096 0.093 0.556
O -3.413 -2.119 3.870 0.781 0.231 -0.151 -0.552
O -1.860 -2.308 2.255 0.571 0.478 0.087 -0.211
C -2.472 -1.363 1.378 -0.566 -0.314 0.090 -0.189
C -1.671 -0.079 1.225 0.068 0.129 -0.146 -1.181
C -1.177 0.137 -0.250 -0.356 0.333 0.649 1.828
C -2.417 0.494 -1.096 0.209 -0.155 -0.259 -2.078
C -2.807 -0.520 -2.175 -0.222 0.355 -0.230 -0.280
N -3.729 0.121 -3.105 -0.033 0.035 0.352 -0.628
O -0.592 -1.115 -0.647 0.412 -0.312 0.129 -0.481
B 0.755 -1.054 -0.234 -1.099 1.375 -0.809 1.388
I 1.267 -2.453 1.472 0.018 -0.262 0.001 0.423
C 1.599 -2.041 -1.407 1.080 -1.560 0.147 -1.894
C 3.116 -2.120 -1.262 -0.106 0.121 -0.087 0.822
C 3.835 -1.978 -2.604 -0.057 -0.076 -0.088 -1.419
Cl 3.502 -3.713 -0.546 0.147 -0.053 0.165 -0.109
O 1.162 0.249 -0.067 0.335 -0.202 0.636 -0.808
C 0.041 1.162 -0.290 -0.112 -0.325 -0.468 0.902
C -0.130 2.147 0.888 0.479 0.210 -0.300 -0.601
C 0.641 3.472 0.934 -0.085 -0.059 0.321 -1.265
C 2.009 3.314 1.596 -0.122 0.046 0.260 -1.134
I 1.880 3.549 3.734 -0.006 -0.084 -0.100 0.024
C 0.351 1.879 -1.637 -0.193 0.106 0.171 0.521
C 0.037 1.111 -2.921 0.136 0.187 -0.144 -1.469
C 1.819 2.389 -1.678 -0.057 -0.135 -0.242 -0.652
C 2.823 1.488 -2.388 -0.035 -0.151 0.013 -1.288
H -1.487 -0.972 6.263 -0.169 0.005 -0.061 0.323
H -2.454 -2.459 6.195 -0.045 0.048 -0.060 0.331
H -0.751 -2.521 6.619 0.005 0.049 0.000 0.374
H -0.591 -3.174 4.384 -0.034 -0.042 -0.106 0.265
H -0.365 -1.455 4.212 -0.053 0.044 -0.151 0.193
H -2.526 -1.804 0.346 -0.178 -0.049 0.097 -0.988
H -3.490 -1.190 1.726 0.017 0.029 -0.091 0.493
H -0.860 -0.087 1.953 0.115 -0.197 -0.104 0.221
H -2.304 0.763 1.496 0.029 0.028 0.019 0.507
H -2.235 1.446 -1.594 -0.108 0.130 0.087 0.923
H -3.279 0.637 -0.448 -0.020 0.108 0.014 0.490
H -3.369 -1.345 -1.718 0.247 -0.204 0.002 0.122
H -1.906 -0.909 -2.655 0.025 -0.207 0.048 0.356
H -4.018 -0.500 -3.845 0.002 -0.007 -0.089 0.253
H -3.340 0.963 -3.504 0.024 0.004 -0.146 0.248
H 1.168 -3.035 -1.317 -0.068 0.014 -0.225 0.908
H 1.305 -1.650 -2.380 -0.361 0.656 0.323 0.404
H 3.504 -1.405 -0.540 -0.048 0.168 -0.122 0.185
H 3.786 -2.912 -3.162 0.017 0.022 -0.009 0.426
H 4.876 -1.706 -2.442 0.035 -0.133 -0.003 0.367
H 3.377 -1.198 -3.207 -0.010 0.068 0.045 0.358
H 0.157 1.610 1.792 -0.278 0.033 0.106 -0.099
H -1.191 2.386 0.938 -0.027 -0.029 0.000 0.377
H 0.042 4.152 1.541 0.038 0.077 -0.075 0.513
H 0.740 3.955 -0.034 -0.009 -0.042 -0.113 0.465
H 2.403 2.308 1.484 0.153 0.051 -0.178 0.375
H 2.733 4.056 1.278 0.042 -0.025 -0.044 0.559
H -0.279 2.774 -1.655 -0.070 -0.043 0.095 0.550
H -1.022 1.050 -3.134 -0.100 -0.125 0.027 0.244
H 0.473 1.652 -3.763 0.007 -0.025 0.024 0.519
H 0.460 0.110 -2.936 -0.016 -0.053 0.018 0.076
H 1.800 3.352 -2.193 0.094 0.070 0.128 0.501
H 2.193 2.547 -0.674 0.008 0.117 0.026 -0.038
H 2.664 1.441 -3.465 0.009 0.020 -0.012 0.384
H 3.840 1.840 -2.220 -0.002 0.070 -0.015 0.558
H 2.763 0.476 -1.996 0.041 -0.034 0.050 -0.005
Pt -2.558 -3.423 -0.465 0.229 -0.039 -0.123 0.349
```
Positions in Å, forces in eV/Å.

Summary:
Total charge: +1
Orbital gap in eV: 3.323
Maximum force in Eh/bohr: 0.038